#one
This record from the OMol25 dataset describes an isolated molecule of C3H3FP2. The level of theory is ωB97M-V/def2-TZVPD.

## Properties
HOMO-LUMO gap (alpha / beta) in eV: 7.68 / 7.30
LUMO energy (alpha / beta) in eV: -1.06 / -1.11

Cartesian coordinates (Å):
C -0.445 -0.961 0.058
C 0.894 1.549 0.184
C -1.712 -0.808 0.269
F -2.709 -1.631 -0.184
P -0.412 2.475 -0.257
P 1.015 -0.160 0.633
H -0.189 -1.721 -0.658
H 1.761 2.000 0.449
H 1.796 -0.743 -0.495

=====

#two
This record from the OMol25 dataset describes an isolated molecule of C3H3FP2. The level of theory is ωB97M-V/def2-TZVPD.

## Properties
HOMO-LUMO gap (alpha / beta) in eV: 6.33 / 6.62
LUMO energy (alpha / beta) in eV: -1.83 / -1.08

Cartesian coordinates (Å):
C -0.321 0.985 -0.561
C 0.292 -0.849 1.319
C -0.353 0.124 -1.510
F -0.834 0.401 -2.689
P 0.356 0.801 1.062
P -0.389 -2.261 0.718
H -0.568 2.014 -0.717
H 0.800 -0.981 2.359
H -0.088 -0.986 -1.474

=====

#three
This record from the OMol25 dataset describes an isolated molecule of C3H3FP2. The level of theory is ωB97M-V/def2-TZVPD.

## Properties
HOMO-LUMO gap (alpha / beta) in eV: 7.24 / 6.90
LUMO energy (alpha / beta) in eV: -1.07 / -1.08
Structure (SMILES): FC1=PCP=C1

Cartesian coordinates (Å):
F 3.378 -0.611 0.038
C 2.079 -0.387 0.072
P 1.386 1.528 -0.064
C -0.335 0.849 0.137
P -0.636 -1.015 -0.035
C 1.116 -1.321 0.041
H -0.949 1.415 -0.561
H -0.486 1.283 1.095
H 1.329 -2.340 -0.097

=====

#four
This record from the OMol25 dataset describes an isolated molecule of C3H3FP2. The level of theory is ωB97M-V/def2-TZVPD.

## Properties
HOMO-LUMO gap in eV: 8.12
LUMO energy in eV: -0.62
Structure (SMILES): FC1=[PH]=CP=C1

Cartesian coordinates (Å):
F -2.338 0.574 0.039
C -1.077 0.340 -0.039
P -0.373 -1.347 -0.417
C 1.304 -0.841 -0.190
P 1.690 0.813 -0.119
C 0.008 1.399 0.071
H -1.051 -1.914 0.897
H 2.099 -1.499 -0.448
H -0.262 2.476 0.206

=====

What is the least stable structure shown above? It is #one.